[1]
The following is a DFT calculation (wB97M-V/def2-TZVPD) of a 2-piece molecular cluster, C5H10O4 overall at a distorted geometry.

Geometry as XYZ:
```
19
Properties=species:S:1:pos:R:3:mulliken_charge:R:1
C 1.778 -1.109 0.045 -1.54
C 0.812 -0.346 0.902 -0.71
C 0.298 0.722 0.279 0.84
C 0.552 1.092 -1.160 -1.38
O -0.388 1.625 1.088 -0.54
H 2.241 -1.761 0.736 0.39
H 2.602 -0.514 -0.474 0.32
H 1.317 -1.569 -0.704 0.38
H 0.757 -0.704 1.850 0.81
H 1.568 0.847 -1.287 0.45
H 0.483 2.235 -1.382 0.27
H -0.004 0.552 -1.787 0.42
H -0.301 1.460 2.061 0.35
O -1.238 -1.372 -1.042 -0.56
C -1.791 -0.535 -0.363 0.64
O -1.945 -0.626 0.997 -0.48
O -2.405 0.493 -0.860 -0.38
H -1.334 -1.345 1.332 0.40
H -3.000 0.855 -0.230 0.32
```

The calculation puts the LUMO energy at 0.53 eV. The SMILES is C/C=C(\C)O.O=C(O)O. The total energy is -13535.4313 eV. As for the net charge: 0. The HOMO-LUMO gap comes out at 0.3300 Ha. The energy above the lowest of the compared OMol25 structures with the same formula, charge and spin is 56.7 kcal per mole.

[2]
The following is a DFT calculation (wB97M-V/def2-TZVPD) of one molecule with the formula C6H9P at a distorted geometry.

Geometry as XYZ:
```
16
Properties=species:S:1:pos:R:3:mulliken_charge:R:1
C 2.879 -1.244 0.513 -0.57
C 2.270 -0.506 -0.403 -0.51
P 1.640 1.209 -0.102 -0.18
C -0.024 1.228 -0.171 -0.46
C -1.179 0.334 -0.108 1.08
C -1.036 -0.977 -0.290 -0.91
C -2.506 0.947 0.116 -1.22
H 3.373 -0.793 1.449 0.25
H 3.323 -2.112 0.185 0.33
H 1.905 -0.758 -1.374 0.51
H -0.400 2.284 -0.035 0.17
H -0.056 -1.384 -0.262 0.30
H -1.861 -1.662 -0.075 0.27
H -2.829 1.415 -0.854 0.26
H -2.369 1.840 0.907 0.31
H -3.131 0.180 0.503 0.38
```

The calculation puts the LUMO energy at -0.16 eV. The SMILES is C=C/P=C\C(=C)C. The total energy is -15653.3959 eV. As for the net charge: 0. The HOMO-LUMO gap comes out at 0.3063 Ha. The energy above the lowest of the compared OMol25 structures with the same formula, charge and spin is 54.2 kcal per mole.

[3]
The following is a DFT calculation (wB97M-V/def2-TZVPD) of a 14-piece molecular cluster, C36H104N4O14 overall at a distorted geometry.

Geometry as XYZ:
```
158
Properties=species:S:1:pos:R:3:lowdin_spin:R:1
C 8.751 1.746 3.876 0.00
C 8.010 0.980 4.946 0.00
C 6.692 0.280 4.618 0.01
O 5.654 1.283 4.531 0.00
C 4.463 0.701 4.131 0.00
N 9.047 0.045 5.437 0.00
H 8.096 2.571 3.595 0.00
H 8.986 1.240 2.939 0.00
H 9.615 2.273 4.282 0.00
H 7.745 1.578 5.818 0.00
H 6.435 -0.408 5.424 0.00
H 6.806 -0.388 3.764 0.00
H 4.555 0.289 3.127 0.00
H 3.607 1.361 3.989 0.00
H 4.182 -0.085 4.832 0.00
H 8.550 -0.630 6.000 0.00
H 9.525 -0.593 4.817 0.00
C -3.600 -3.681 0.141 0.04
C -2.147 -3.495 0.675 0.00
C -2.065 -3.923 2.183 0.01
O -0.787 -4.039 2.721 0.00
C -0.807 -4.963 3.868 0.02
N -1.379 -4.234 -0.219 0.00
H -4.361 -3.037 0.581 0.01
H -3.970 -4.697 0.282 0.01
H -3.625 -3.508 -0.935 0.01
H -1.761 -2.498 0.465 0.00
H -2.507 -4.918 2.219 0.00
H -2.721 -3.255 2.741 0.01
H -1.482 -4.550 4.618 0.00
H 0.174 -4.981 4.343 0.00
H -1.112 -5.982 3.630 0.00
H -1.480 -5.202 0.048 0.00
H -0.446 -4.022 0.106 0.00
C -1.383 0.618 0.260 0.00
C -0.353 0.063 -0.720 0.00
C 0.717 -0.925 -0.104 0.00
O 1.452 -0.348 0.832 0.00
C 2.272 0.628 0.331 0.00
N -1.187 -0.571 -1.686 0.00
H -1.995 -0.212 0.614 0.00
H -1.898 1.465 -0.195 0.00
H -0.935 1.203 1.064 0.00
H 0.102 0.905 -1.241 0.00
H 1.200 -1.521 -0.879 0.00
H 0.191 -1.685 0.474 0.00
H 2.824 0.365 -0.571 0.00
H 3.014 0.916 1.075 0.00
H 1.586 1.457 0.155 0.00
H -1.455 -1.514 -1.444 0.00
H -1.954 0.079 -1.588 0.00
C -3.900 4.324 0.906 0.01
C -3.461 5.567 0.190 0.00
C -3.907 5.571 -1.354 0.01
O -3.473 4.311 -2.020 0.01
C -4.052 4.071 -3.223 0.04
N -4.027 6.738 0.829 0.00
H -4.987 4.263 0.975 0.01
H -3.567 4.415 1.940 0.00
H -3.515 3.365 0.559 0.00
H -2.372 5.582 0.222 0.00
H -3.616 6.436 -1.949 0.00
H -4.985 5.559 -1.520 0.01
H -3.694 4.761 -3.987 0.01
H -5.129 3.921 -3.306 0.02
H -3.614 3.136 -3.571 0.00
H -3.482 7.533 0.528 0.00
H -4.936 6.850 0.402 0.00
C 0.788 2.948 -3.515 0.01
C 1.572 3.057 -4.838 0.01
O 2.109 1.838 -5.145 0.00
H 0.757 3.880 -2.952 0.00
H 1.298 2.325 -2.780 0.00
H -0.221 2.574 -3.689 0.00
H 2.382 3.786 -4.858 0.00
H 0.947 3.477 -5.626 0.00
H 2.349 1.348 -4.355 0.00
C -4.880 0.404 -0.895 0.02
C -5.952 -0.776 -0.944 0.07
O -6.565 -0.867 0.247 0.08
H -4.659 0.786 -1.892 0.00
H -3.980 0.185 -0.321 0.00
H -5.216 1.352 -0.476 0.01
H -5.803 -1.784 -1.332 0.02
H -6.694 -0.414 -1.656 0.02
H -7.234 -1.515 0.012 0.03
C 1.730 -6.143 -2.692 0.00
C 1.361 -4.698 -2.634 0.00
O 1.807 -4.060 -3.858 0.00
H 1.589 -6.563 -1.696 0.00
H 2.787 -6.318 -2.892 0.00
H 0.993 -6.664 -3.303 0.00
H 1.902 -4.061 -1.934 0.00
H 0.294 -4.496 -2.535 0.00
H 1.403 -3.190 -3.905 0.00
C 5.528 -0.112 -2.989 0.01
C 4.275 -0.425 -3.717 0.00
O 3.246 0.226 -3.072 0.00
H 5.274 -0.142 -1.929 0.00
H 5.769 0.935 -3.175 0.00
H 6.371 -0.796 -3.073 0.00
H 4.030 -1.485 -3.643 0.00
H 4.182 -0.137 -4.764 0.00
H 2.721 -0.512 -2.753 0.00
C 1.125 -0.371 4.518 0.00
C -0.315 -0.627 4.138 0.00
O -1.082 -1.054 5.267 0.01
H 1.456 -1.282 5.017 0.00
H 1.214 0.453 5.227 0.00
H 1.698 -0.265 3.598 0.00
H -0.412 -1.380 3.357 0.00
H -0.848 0.211 3.689 0.00
H -2.005 -1.187 5.036 0.00
C -4.450 0.906 2.865 0.02
C -3.681 1.878 3.600 0.01
O -3.282 1.266 4.805 0.01
H -3.881 0.178 2.287 0.00
H -5.093 1.302 2.079 0.00
H -5.109 0.345 3.528 0.01
H -4.239 2.786 3.828 0.00
H -2.751 2.192 3.126 0.00
H -3.766 1.666 5.532 0.00
C -0.399 -1.810 -5.687 0.01
C 0.686 -1.007 -4.931 0.00
O 0.832 -1.524 -3.617 0.00
H -0.682 -1.516 -6.698 0.00
H -1.258 -1.881 -5.019 0.00
H 0.018 -2.807 -5.827 0.00
H 0.296 0.000 -4.782 0.00
H 1.629 -1.108 -5.469 0.00
H 0.085 -1.261 -3.075 0.00
C 1.097 3.484 2.281 0.01
C 0.449 4.383 1.333 0.01
O 1.360 5.471 1.150 0.01
H 0.387 2.678 2.469 0.00
H 1.385 3.853 3.265 0.00
H 2.065 3.127 1.928 0.00
H -0.443 4.845 1.755 0.00
H -0.010 3.927 0.456 0.00
H 2.193 5.131 0.815 0.00
C 3.350 -4.271 2.654 0.01
C 2.397 -3.637 1.651 0.00
O 1.344 -4.423 1.139 0.00
H 4.058 -3.482 2.905 0.00
H 4.034 -4.990 2.204 0.00
H 2.824 -4.631 3.539 0.00
H 3.040 -3.297 0.839 0.00
H 1.846 -2.770 2.015 0.00
H 0.588 -4.308 1.720 0.00
C -3.084 0.604 -5.126 0.02
C -4.374 -0.168 -5.407 0.05
O -5.368 0.009 -4.446 0.10
H -2.662 0.323 -4.161 0.00
H -3.216 1.673 -4.961 0.01
H -2.275 0.406 -5.829 0.00
H -4.205 -1.244 -5.417 0.01
H -4.874 0.141 -6.325 0.02
H -6.077 0.514 -4.851 0.04
```

The calculation puts the LUMO energy (alpha / beta) at 1.88 / 1.82 eV. The total energy is -73634.2673 eV. As for the net charge: -1. Its spin multiplicity is 2. The HOMO-LUMO gap (alpha / beta) comes out at 0.0441 / 0.3349 Ha. The energy above the lowest of the compared OMol25 structures with the same formula, charge and spin is 58.8 kcal per mole.

[4]
The following is a DFT calculation (wB97M-V/def2-TZVPD) of a 2-piece molecular cluster, C3H5IS overall at a distorted geometry.

Geometry as XYZ:
```
10
Properties=species:S:1:pos:R:3:mulliken_charge:R:1
C -0.864 1.466 0.342 -0.55
C -0.428 0.247 0.632 -0.37
C 0.478 -0.575 -0.156 -0.23
S 0.443 -2.267 0.146 -0.14
I 2.382 0.430 -0.236 0.13
H -1.737 1.975 0.869 0.26
H -0.608 1.993 -0.674 0.22
H -0.709 -0.161 1.520 0.31
H -0.206 -0.583 -1.655 0.24
H 1.249 -2.526 -0.789 0.13
```

The calculation puts the LUMO energy at 0.01 eV. The total energy is -22124.2131 eV. As for the net charge: 0. The HOMO-LUMO gap comes out at 0.3230 Ha. The energy above the lowest of the compared OMol25 structures with the same formula, charge and spin is 64.9 kcal per mole.

[5]
The following is a DFT calculation (wB97M-V/def2-TZVPD) of C5H7N as an isolated structure at a distorted geometry.

Geometry as XYZ:
```
13
Properties=species:S:1:pos:R:3:mulliken_charge:R:1
C -2.600 -0.242 0.413 -0.88
C -1.396 -0.025 -0.103 0.27
C -0.382 0.394 -0.803 -0.47
C 1.092 0.117 -0.902 0.21
C 1.996 0.257 0.280 -0.41
N 1.727 -1.057 -0.263 -0.57
H -1.330 1.240 -0.338 0.21
H -2.949 0.366 1.239 0.26
H -3.277 -0.938 -0.060 0.25
H 1.556 0.321 -1.869 0.34
H 1.540 0.543 1.224 0.27
H 3.009 0.625 0.127 0.24
H 1.054 -1.554 0.313 0.26
```

The calculation puts the LUMO energy at 0.81 eV. The total energy is -6782.7167 eV. As for the net charge: 0. The HOMO-LUMO gap comes out at 0.3266 Ha. The energy above the lowest of the compared OMol25 structures with the same formula, charge and spin is 133.7 kcal per mole.

[6]
The following is a DFT calculation (wB97M-V/def2-TZVPD) of one molecule with the formula C20H17N3O2S2 at a distorted geometry.

Geometry as XYZ:
```
44
Properties=species:S:1:pos:R:3:mulliken_charge:R:1
O -0.397 1.732 -2.002 -0.61
C 0.602 2.021 -2.625 0.44
C 1.769 2.752 -1.974 -0.66
C 2.700 1.715 -1.328 -1.10
N 1.954 0.864 -0.429 0.03
C 1.600 1.333 0.828 0.13
O 1.973 2.396 1.268 -0.64
C 0.762 0.350 1.510 0.10
C 0.287 0.521 2.767 -0.16
C -0.512 -0.416 3.470 -0.21
C -0.938 -0.201 4.735 -0.31
C -1.736 -1.088 5.546 1.03
C -2.205 -2.327 5.093 -0.46
C -2.959 -3.138 5.916 -0.61
C -3.265 -2.737 7.208 -0.43
C -2.810 -1.513 7.673 -0.54
C -2.056 -0.699 6.853 -0.45
S 0.488 -1.037 0.479 -0.26
C 1.460 -0.344 -0.805 0.61
S 1.754 -1.092 -2.227 -0.25
N 0.828 1.696 -3.925 -0.04
C 0.065 0.899 -4.774 0.30
C -1.134 0.293 -4.408 -0.14
C -1.770 -0.490 -5.353 -0.59
C -1.205 -0.637 -6.612 -0.34
C -0.012 0.015 -6.870 -0.36
N 0.612 0.764 -5.978 -0.58
H 1.375 3.401 -1.190 0.39
H 2.329 3.348 -2.693 0.39
H 3.465 2.225 -0.737 0.39
H 3.166 1.078 -2.084 0.49
H 0.556 1.449 3.258 0.40
H -0.759 -1.325 2.941 0.12
H -0.655 0.730 5.211 0.28
H -1.978 -2.656 4.091 0.31
H -3.313 -4.091 5.551 0.37
H -3.855 -3.375 7.849 0.38
H -3.046 -1.195 8.678 0.37
H -1.703 0.255 7.220 0.33
H 1.697 1.981 -4.358 0.26
H -1.537 0.433 -3.419 0.46
H -2.699 -0.983 -5.107 0.40
H -1.677 -1.243 -7.369 0.37
H 0.478 -0.060 -7.832 0.39
```

The calculation puts the LUMO energy at -1.01 eV. The SMILES is O=C(CCN1C(=O)/C(=C/C=C/c2ccccc2)SC1=S)Nc1ccccn1. The total energy is -51252.6945 eV. As for the net charge: 0. The HOMO-LUMO gap comes out at 0.2577 Ha. The energy above the lowest of the compared OMol25 structures with the same formula, charge and spin is 0.0 kcal per mole.